# 1
Computed, not measured: C4H3MnO as an isolated structure in a non-equilibrium geometry, with the ωB97M-V functional and the def2-TZVPD basis.

Output
HOMO (spin up / spin down) = -6.0 / -5.8 eV
Kohn-Sham gap (spin up / spin down) = 4.3 / 4.3 eV
Charge = 0
Expectation value of S² = 12.26
Spin multiplicity = 7

Element x y z (Å)
C1 -2.513 0.500 0.019
C2 -1.186 0.569 0.416
C3 -0.734 -0.604 0.107
C4 0.357 -1.413 -0.087
O1 1.559 -0.961 -0.152
Mn1 2.033 0.899 0.117
H1 -3.295 0.291 0.755
H2 -2.820 0.918 -0.945
H3 0.233 -2.500 0.047

# 2
Computed, not measured: C23H19Cl3I2N5O2RbS2Si as an isolated structure, with the ωB97M-V functional and the def2-TZVPD basis.

Output
HOMO = -2.5 eV
Kohn-Sham gap = 5.8 eV
Charge = -2
Spin multiplicity = 1

Element x y z (Å)
Rb1 0.132 1.614 -0.135
C1 -5.453 3.654 2.053
S1 -5.709 2.700 0.551
C2 -4.166 1.808 0.309
S2 -3.038 1.592 1.565
N1 -4.116 1.453 -0.943
N2 -3.056 0.602 -1.267
C3 -2.450 0.946 -2.333
C4 -1.350 0.132 -2.897
C5 -0.824 0.459 -4.145
C6 0.243 -0.268 -4.640
C7 0.753 -1.305 -3.879
C8 0.166 -1.556 -2.647
N3 -0.856 -0.870 -2.163
H1 -5.384 4.718 1.833
H2 -4.520 3.316 2.507
H3 -6.274 3.475 2.747
H4 -2.709 1.877 -2.842
H5 -1.233 1.299 -4.693
H6 0.689 -0.006 -5.592
H7 1.613 -1.876 -4.201
H8 0.565 -2.329 -1.996
O1 0.026 0.804 3.035
C9 -0.679 -0.154 3.777
C10 -1.194 -1.293 2.921
C11 -1.747 -2.431 3.504
C12 -2.270 -3.407 2.679
C13 -2.239 -3.206 1.306
C14 -1.668 -2.041 0.818
N4 -1.138 -1.112 1.611
H9 -0.545 0.983 2.271
H10 -1.542 0.298 4.289
H11 0.001 -0.541 4.543
H12 -1.772 -2.536 4.582
H13 -2.708 -4.306 3.095
H14 -2.656 -3.928 0.617
H15 -1.640 -1.814 -0.241
I1 4.206 1.645 -3.962
C15 4.289 0.367 -2.326
C16 5.480 -0.294 -2.039
C17 5.577 -1.179 -0.997
I2 7.411 -2.116 -0.653
C18 4.442 -1.446 -0.185
C19 4.433 -2.355 0.895
C20 3.286 -2.550 1.608
C21 2.135 -1.829 1.248
N5 2.105 -0.976 0.256
C22 3.229 -0.772 -0.467
C23 3.101 0.195 -1.581
O2 2.021 0.767 -1.815
H16 6.346 -0.102 -2.659
H17 5.341 -2.890 1.145
H18 3.254 -3.243 2.439
H19 1.212 -1.956 1.802
Cl1 -0.235 6.126 2.076
Si1 0.758 4.929 0.553
Cl2 -1.052 4.341 -0.609
Cl3 1.407 6.586 -0.730

# 3
Computed, not measured: C18H22Br2Cl2N10STi as an isolated structure, with the ωB97M-V functional and the def2-TZVPD basis.

Output
HOMO = -19.4 eV
Kohn-Sham gap = 5.7 eV
Charge = +4
Spin multiplicity = 1

Element x y z (Å)
Ti1 -0.110 0.957 0.114
C1 1.233 -0.131 -3.938
C2 0.991 0.019 -2.485
N1 0.221 0.930 -1.976
N2 -0.342 1.873 -2.814
C3 -0.838 2.954 -2.220
N3 -1.421 3.902 -2.905
S1 -0.617 3.124 -0.497
C4 1.703 -0.746 -1.448
C5 2.530 -1.807 -1.712
C6 3.314 -2.331 -0.673
C7 3.246 -1.741 0.569
C8 2.362 -0.687 0.775
N4 1.584 -0.199 -0.201
H1 1.754 0.765 -4.298
H2 1.850 -0.991 -4.172
H3 0.298 -0.220 -4.493
H4 -0.698 1.575 -3.741
H5 -1.446 3.900 -3.918
H6 -1.803 4.718 -2.444
H7 2.598 -2.224 -2.706
H8 3.981 -3.163 -0.859
H9 3.865 -2.076 1.391
H10 2.286 -0.219 1.743
N5 -2.237 0.863 -4.958
C9 -2.327 -0.237 -4.117
N6 -2.104 -1.425 -4.630
C10 -2.132 -2.449 -3.754
N7 -2.014 -3.678 -4.220
N8 -2.257 -2.279 -2.407
C11 -2.456 -1.035 -2.045
N9 -2.522 0.045 -2.815
C12 -2.723 -0.796 -0.595
C13 -3.836 -1.372 -0.017
C14 -4.155 -1.106 1.309
C15 -3.320 -0.287 2.058
C16 -2.210 0.229 1.434
N10 -1.911 0.011 0.134
H11 -2.206 0.601 -5.938
H12 -2.964 1.549 -4.788
H13 -1.996 -3.835 -5.217
H14 -2.112 -4.467 -3.601
H15 -4.456 -2.019 -0.622
H16 -5.042 -1.537 1.756
H17 -3.520 -0.066 3.097
H18 -1.509 0.835 2.009
Br1 0.151 -1.762 3.102
C17 -0.149 -3.469 2.231
Br2 -0.514 -3.259 0.348
H19 -1.011 -3.927 2.699
H20 0.745 -4.066 2.354
Cl1 0.747 1.952 1.982
C18 1.735 4.035 4.261
Cl2 1.957 3.355 5.678
H21 0.772 4.486 4.034
H22 2.570 4.103 3.568

# 4
Computed, not measured: C57H53BrCdFN6O8STe as an isolated structure in a non-equilibrium geometry, with the ωB97M-V functional and the def2-TZVPD basis.

Output
HOMO = -3.7 eV
Kohn-Sham gap = 3.4 eV
Charge = -1
Spin multiplicity = 1

Element x y z (Å)
Cd1 0.513 0.541 -0.131
C1 4.861 2.547 -1.386
C2 3.990 1.314 -1.158
C3 4.653 0.202 -0.390
C4 5.933 -0.189 -0.742
C5 6.549 -1.273 -0.145
C6 5.823 -2.053 0.731
C7 4.531 -1.712 1.105
C8 3.764 -2.740 1.905
C9 4.281 -2.943 3.332
C10 3.961 -0.513 0.617
N1 2.715 -0.094 1.030
C11 2.376 -0.210 2.273
C12 1.052 -0.121 2.731
C13 0.585 -0.323 4.044
C14 -0.792 -0.391 3.951
C15 -1.100 -0.208 2.596
N2 -0.003 -0.046 1.866
H1 5.740 2.311 -1.982
H2 5.189 2.972 -0.439
H3 4.280 3.309 -1.906
H4 3.687 0.903 -2.128
H5 3.080 1.628 -0.648
H6 6.464 0.361 -1.507
H7 7.570 -1.526 -0.394
H8 6.265 -2.954 1.132
H9 3.860 -3.697 1.376
H10 2.704 -2.480 1.930
H11 5.318 -3.279 3.321
H12 3.681 -3.701 3.835
H13 4.226 -2.024 3.913
H14 3.128 -0.414 3.044
H15 1.199 -0.402 4.924
H16 -1.502 -0.565 4.743
H17 -2.081 -0.184 2.148
C16 -7.349 1.317 1.171
C17 -6.688 1.386 -0.207
N3 -5.323 0.919 -0.176
C18 -4.326 1.824 0.132
C19 -3.004 1.584 0.066
C20 -2.039 2.736 0.569
O1 -2.609 3.804 0.778
O2 -0.852 2.424 0.753
C21 -2.561 0.312 -0.464
O3 -1.454 0.037 -0.900
C22 -3.623 -0.720 -0.507
C23 -3.232 -2.034 -0.728
C24 -4.181 -3.022 -0.845
F1 -3.807 -4.301 -1.127
C25 -5.536 -2.739 -0.683
C26 -5.929 -1.426 -0.439
C27 -4.987 -0.389 -0.375
N4 -6.562 -3.739 -0.702
C28 -7.576 -3.656 -1.738
C29 -8.907 -4.097 -1.067
N5 -8.499 -4.675 0.231
C30 -7.560 -5.798 0.023
C31 -6.238 -5.131 -0.445
H18 -8.379 1.665 1.122
H19 -6.802 1.943 1.872
H20 -7.336 0.297 1.550
H21 -6.682 2.421 -0.557
H22 -7.257 0.798 -0.933
H23 -4.655 2.808 0.441
H24 -2.170 -2.234 -0.803
H25 -6.981 -1.221 -0.303
H26 -7.339 -4.307 -2.590
H27 -7.636 -2.634 -2.107
H28 -9.444 -4.836 -1.661
H29 -9.564 -3.244 -0.884
H30 -9.275 -4.881 0.858
H31 -7.828 -3.922 0.566
H32 -7.965 -6.482 -0.723
H33 -7.419 -6.345 0.956
H34 -5.839 -5.651 -1.324
H35 -5.484 -5.178 0.339
O4 1.609 3.806 -1.397
C32 1.020 3.039 -2.161
N6 0.357 1.945 -1.820
S1 -0.568 1.368 -3.026
O5 -0.339 -0.006 -3.381
O6 -1.957 1.758 -2.919
C33 0.172 2.406 -4.314
C34 0.053 2.410 -5.686
C35 0.840 3.300 -6.409
C36 1.707 4.166 -5.757
C37 1.807 4.166 -4.371
C38 1.027 3.269 -3.656
H36 -0.630 1.735 -6.183
H37 0.782 3.306 -7.488
H38 2.309 4.841 -6.349
H39 2.483 4.822 -3.843
Br1 -0.455 -6.467 -3.746
C39 0.829 -5.205 -3.108
C40 2.168 -5.446 -3.352
C41 3.099 -4.547 -2.855
C42 2.684 -3.432 -2.148
C43 1.331 -3.205 -1.923
C44 0.391 -4.111 -2.395
C45 0.871 -1.993 -1.115
O7 1.509 -0.942 -1.324
O8 -0.049 -2.191 -0.314
H40 2.466 -6.317 -3.919
H41 4.155 -4.725 -3.012
H42 3.402 -2.725 -1.762
H43 -0.655 -3.943 -2.191
Te1 1.984 3.242 1.337
C46 3.336 4.930 1.542
C47 2.798 6.211 1.604
C48 3.597 7.318 1.835
C49 4.964 7.171 2.011
C50 5.517 5.903 1.947
C51 4.710 4.803 1.715
C52 3.071 2.500 3.064
C53 4.311 1.893 2.912
C54 5.018 1.428 4.006
C55 4.488 1.558 5.277
C56 3.250 2.153 5.441
C57 2.556 2.628 4.344
H44 1.732 6.334 1.477
H45 3.151 8.304 1.891
H46 5.588 8.038 2.200
H47 6.585 5.775 2.086
H48 5.167 3.827 1.678
H49 4.719 1.749 1.921
H50 5.980 0.954 3.864
H51 5.036 1.189 6.133
H52 2.827 2.244 6.432
H53 1.593 3.102 4.475